# 1
The following is a quantum chemistry calculation of a molecular structure, C36H25Cl3FGeN6O2STi, from OMol25.

multiplicity = 2
HOMO energy (spin up / spin down) = -13.238 / -13.309 eV
frontier orbital gap (spin up / spin down) = 0.2232 / 0.1786 Ha
lowest unoccupied orbital energy (spin up / spin down) = -7.2 / -8.4 eV
relative energy (zero: lowest compared OMol25 entry of this formula, charge and spin) = 75.17 kJ/mol
charge = +2
<S²> = 0.7812
calculated total energy = -181515.778 eV

Structure (XYZ):
```
76
Properties=species:S:1:pos:R:3:forces:R:3
Ti -1.285 0.760 -0.046 -1.194 0.060 -0.174
C -3.816 2.111 -2.147 0.047 -0.025 0.088
O -2.413 1.839 -1.949 0.198 -0.207 0.193
C -1.509 2.602 -2.614 0.018 0.090 -0.049
C -1.831 3.661 -3.433 -0.008 0.133 -0.108
C -0.806 4.340 -4.079 0.044 0.018 -0.022
C 0.532 3.959 -3.919 -0.083 0.061 -0.047
C 0.854 2.911 -3.097 -0.017 -0.036 0.042
C -0.167 2.221 -2.412 0.019 -0.100 0.064
N 0.067 1.198 -1.507 0.721 0.063 -0.325
N 1.349 0.770 -1.576 -0.014 -0.119 0.053
C 1.886 -0.073 -0.734 -0.173 0.091 -0.187
C 1.281 -0.580 0.544 0.156 0.081 -0.215
O -0.118 -0.354 0.489 1.389 -0.356 0.774
C 1.562 -2.034 0.760 -0.390 0.023 0.090
C 2.697 -2.556 0.328 0.284 -0.065 -0.173
C 3.646 -1.755 -0.457 -0.148 -0.115 0.062
C 4.927 -2.210 -0.716 0.122 -0.070 -0.013
C 5.790 -1.466 -1.509 0.035 0.001 -0.005
C 5.374 -0.266 -2.081 0.042 -0.037 0.000
C 4.094 0.191 -1.850 -0.071 0.029 0.040
C 3.228 -0.534 -1.022 0.010 0.039 -0.059
H -4.043 2.083 -3.209 -0.003 -0.019 -0.072
H -4.351 1.321 -1.632 -0.014 -0.025 0.040
H -4.077 3.074 -1.715 0.009 0.064 0.010
H -2.855 3.975 -3.572 0.014 -0.011 -0.006
H -1.054 5.179 -4.715 0.015 -0.018 0.005
H 1.313 4.499 -4.437 -0.035 -0.003 0.019
H 1.877 2.609 -2.947 0.002 0.006 -0.003
H 0.840 -2.591 1.346 0.051 0.034 0.029
H 2.952 -3.586 0.545 0.017 0.033 -0.008
H 5.252 -3.153 -0.294 0.007 0.011 -0.019
H 6.795 -1.826 -1.691 -0.019 -0.004 0.005
H 6.051 0.302 -2.704 -0.011 -0.008 0.023
H 3.758 1.125 -2.279 0.005 -0.030 0.010
S -7.109 -3.986 1.392 -0.234 -0.201 0.070
N -6.382 -3.575 0.020 0.003 0.042 0.116
C -5.391 -2.766 0.358 0.217 0.132 -0.134
C -4.452 -2.157 -0.571 -0.209 -0.174 0.035
C -4.463 -2.404 -1.944 -0.110 -0.080 -0.011
C -3.503 -1.821 -2.743 -0.041 -0.076 -0.080
C -2.581 -0.972 -2.160 0.060 0.002 0.232
N -2.576 -0.696 -0.849 -0.578 -0.352 -0.317
C -3.486 -1.307 -0.046 0.274 0.138 -0.005
C -3.380 -1.074 1.393 0.153 0.063 -0.090
N -2.381 -0.271 1.796 -0.152 -0.054 -0.436
C -2.205 -0.065 3.090 0.066 0.092 -0.016
C -3.023 -0.644 4.058 0.018 0.010 0.064
C -4.060 -1.452 3.657 -0.105 -0.081 0.018
C -4.247 -1.684 2.291 -0.229 -0.170 0.068
C -5.292 -2.538 1.749 0.210 0.156 0.055
N -6.211 -3.178 2.453 -0.010 0.006 -0.129
H -5.219 -3.064 -2.353 0.026 0.013 -0.001
H -3.460 -2.010 -3.806 -0.002 -0.004 0.033
H -1.818 -0.496 -2.758 0.053 0.078 -0.042
H -1.401 0.604 3.376 0.008 0.009 -0.010
H -2.839 -0.441 5.104 -0.007 -0.007 -0.020
H -4.732 -1.915 4.369 0.037 0.022 -0.009
F 6.869 -1.117 3.799 -0.001 0.004 -0.009
C 5.676 -0.781 3.301 0.078 -0.052 0.024
C 5.607 0.207 2.341 -0.023 0.115 -0.120
C 4.361 0.545 1.834 0.045 0.064 -0.032
C 3.206 -0.094 2.275 -0.012 0.059 -0.032
C 1.864 0.302 1.726 -0.006 -0.119 -0.048
C 3.318 -1.080 3.252 -0.021 -0.062 0.045
C 4.552 -1.434 3.772 -0.109 -0.060 0.031
H 6.512 0.701 2.013 -0.045 -0.017 0.013
H 4.291 1.326 1.082 0.016 -0.028 0.062
H 1.926 1.327 1.361 -0.083 0.092 0.014
H 1.096 0.268 2.500 0.000 -0.033 0.088
H 2.429 -1.584 3.617 0.032 0.030 0.001
H 4.654 -2.193 4.535 -0.007 0.029 -0.021
Cl -0.509 4.942 0.053 0.127 -0.056 0.037
Ge -0.360 3.038 1.019 -0.186 0.257 0.235
Cl -0.330 3.416 3.129 0.121 0.026 -0.081
Cl -2.754 2.375 0.849 -0.399 0.599 0.339
```
Forces are in eV/Å.

---

# 2
The following is a quantum chemistry calculation of a molecular structure, C36H25ClF6N4O6Pb, from OMol25.

multiplicity = 1
HOMO energy = -0.775 eV
frontier orbital gap = 0.1780 Ha
lowest unoccupied orbital energy = 4.1 eV
relative energy (zero: lowest compared OMol25 entry of this formula, charge and spin) = 343.76 kJ/mol
charge = -2
calculated total energy = -90058.423 eV

Structure (XYZ):
```
79
Properties=species:S:1:pos:R:3:forces:R:3
Pb -0.139 0.195 1.075 0.112 -0.221 -0.260
C -0.995 2.042 5.048 0.003 0.126 0.029
O -2.271 2.653 4.856 -0.026 -0.241 0.225
C -2.638 3.147 3.636 0.044 0.062 -0.163
C -3.605 4.128 3.659 -0.083 0.131 -0.030
C -4.085 4.698 2.477 0.111 -0.096 0.008
C -3.547 4.275 1.279 -0.044 0.026 0.105
C -2.565 3.275 1.223 0.175 -0.055 -0.507
C -2.047 2.993 -0.134 -0.302 0.188 0.516
N -1.116 2.173 -0.426 0.109 -0.124 -0.204
N -0.734 2.059 -1.733 -0.245 0.006 0.182
C 1.617 1.841 -1.797 -0.063 -0.331 0.142
O 1.731 2.912 -1.244 0.011 0.198 0.067
C 2.815 1.164 -2.410 -0.188 -0.140 -0.111
C 3.478 0.120 -1.774 0.044 0.082 0.124
C 4.601 -0.446 -2.362 -0.020 0.083 -0.087
C 5.060 0.023 -3.587 -0.079 0.044 0.021
C 4.399 1.072 -4.216 -0.013 0.014 0.023
C 3.282 1.649 -3.625 0.019 -0.066 -0.101
C -2.116 2.639 2.409 -0.022 -0.073 0.050
O -1.303 1.625 2.454 -0.060 0.146 -0.223
H -0.847 2.033 6.127 -0.002 0.036 0.060
H -0.200 2.620 4.576 -0.006 0.005 -0.008
H -0.965 1.030 4.659 -0.006 -0.024 0.022
H -3.981 4.438 4.628 0.005 0.011 -0.023
H -4.848 5.465 2.504 -0.004 -0.005 0.008
H -3.881 4.716 0.345 0.015 0.004 0.026
H -2.512 3.565 -0.936 -0.026 0.089 0.005
H 3.115 -0.240 -0.820 0.088 0.055 -0.037
H 5.112 -1.261 -1.864 -0.006 0.010 0.019
H 5.929 -0.429 -4.051 0.000 0.008 -0.012
H 4.751 1.438 -5.173 -0.004 -0.001 0.013
H 2.749 2.461 -4.107 0.027 -0.042 -0.016
Cl 3.271 -6.647 1.703 -0.025 0.207 0.001
C 3.069 -4.899 1.602 -0.044 -0.074 -0.114
C 3.534 -4.088 2.622 0.088 0.134 0.163
C 3.408 -2.713 2.515 0.102 -0.397 0.133
C 2.794 -2.126 1.400 -0.074 0.889 0.017
O 2.710 -0.813 1.286 0.293 -0.652 -0.619
C 2.279 -2.960 0.391 -0.387 -0.300 -0.647
C 1.565 -2.532 -0.844 0.546 -0.478 0.510
N 1.009 -1.422 -1.069 -0.539 0.361 -0.309
C 0.397 -1.228 -2.357 0.260 0.144 0.336
C 0.127 -2.287 -3.215 -0.166 -0.089 -0.255
C -0.318 -2.008 -4.507 0.036 0.007 0.048
C -0.501 -0.719 -4.940 -0.016 -0.023 0.063
C -0.301 0.401 -4.084 -0.023 0.112 -0.060
C -0.503 1.706 -4.612 0.057 0.006 0.171
C -0.656 2.944 -3.933 0.048 -0.162 -0.259
C -0.794 3.170 -2.610 -0.011 -0.138 0.304
N 0.388 1.192 -1.877 0.486 0.097 -0.343
C 0.156 0.088 -2.766 0.054 0.150 -0.065
C 2.456 -4.339 0.501 -0.016 -0.203 0.003
H 4.008 -4.530 3.490 -0.006 0.010 -0.008
H 3.783 -2.060 3.291 0.015 -0.036 -0.022
H 1.569 -3.314 -1.610 0.084 -0.008 0.080
H 0.237 -3.313 -2.898 -0.032 0.031 -0.027
H -0.521 -2.832 -5.183 -0.016 -0.005 -0.016
H -0.842 -0.528 -5.953 0.006 -0.008 0.009
H -0.628 1.741 -5.690 -0.028 -0.006 -0.009
H -0.655 3.836 -4.555 0.006 -0.018 -0.028
H -0.766 4.156 -2.161 0.046 -0.031 0.024
H 2.078 -4.982 -0.287 0.027 -0.003 0.016
C -3.441 -0.749 1.814 0.011 0.062 0.077
C -2.527 -1.975 2.007 -0.319 0.114 0.095
O -1.230 -1.747 1.725 0.270 0.158 0.034
C -3.023 -3.108 1.073 0.137 0.274 0.115
F -2.278 -4.212 1.151 0.197 -0.293 0.028
F -4.298 -3.492 1.304 -0.335 -0.046 0.111
F -2.977 -2.694 -0.199 -0.012 0.052 -0.252
C -2.655 -2.416 3.491 0.115 0.223 -0.275
F -1.999 -3.545 3.767 0.210 -0.308 0.055
F -2.149 -1.462 4.284 0.081 0.138 0.156
F -3.928 -2.609 3.900 -0.341 -0.057 0.030
H -3.383 -0.430 0.772 0.017 -0.015 -0.001
H -3.071 0.069 2.439 -0.052 -0.201 -0.085
H -4.482 -0.955 2.063 -0.022 -0.021 -0.021
O 2.754 0.208 3.505 0.425 -0.169 0.125
C 2.088 0.152 2.557 -0.718 0.665 0.848
```
Forces are in eV/Å.

---

# 3
The following is a quantum chemistry calculation of a molecular structure, C36H26F3MnN7O2Sb, from OMol25.

multiplicity = 5
HOMO energy (spin up / spin down) = -13.089 / -13.208 eV
frontier orbital gap (spin up / spin down) = 0.2297 / 0.2457 Ha
lowest unoccupied orbital energy (spin up / spin down) = -6.8 / -6.5 eV
relative energy (zero: lowest compared OMol25 entry of this formula, charge and spin) = 0.00 kJ/mol
charge = +2
<S²> = 6.0590
calculated total energy = -98278.730 eV

Structure (XYZ):
```
76
Properties=species:S:1:pos:R:3:forces:R:3
Mn -0.235 -0.707 -0.012 -0.434 0.436 -0.243
O 2.726 0.085 2.478 0.065 0.021 0.088
C 1.668 -0.163 1.986 -0.087 0.204 -0.207
N 1.209 0.244 0.721 0.159 0.029 0.011
C 1.819 1.267 -0.036 -0.070 -0.240 0.263
O 2.635 2.042 0.357 0.102 0.064 -0.036
C 1.266 1.281 -1.434 -0.061 -0.036 0.068
C 1.723 2.145 -2.402 0.025 0.077 -0.044
C 1.149 2.076 -3.664 -0.002 0.015 -0.024
C 0.141 1.151 -3.905 0.013 0.021 -0.024
C -0.272 0.324 -2.878 0.022 0.100 0.024
N 0.284 0.400 -1.664 0.014 -0.319 0.000
C 0.619 -1.001 2.672 -0.074 0.089 -0.114
C 0.747 -1.420 3.975 0.009 -0.020 0.113
C -0.301 -2.139 4.537 0.005 -0.008 0.033
C -1.429 -2.412 3.774 -0.018 0.001 0.017
C -1.479 -1.974 2.465 0.100 0.025 0.059
N -0.468 -1.277 1.930 0.078 -0.137 -0.183
H 2.508 2.845 -2.148 -0.001 -0.002 -0.024
H 1.484 2.737 -4.452 -0.005 -0.007 0.007
H -0.325 1.067 -4.877 0.020 0.019 0.004
H -1.072 -0.393 -3.008 0.019 -0.019 0.000
H 1.648 -1.167 4.517 -0.018 -0.014 0.010
H -0.241 -2.479 5.562 0.000 0.009 -0.014
H -2.268 -2.957 4.185 0.023 0.000 0.013
H -2.337 -2.160 1.835 -0.004 -0.011 -0.015
N -2.505 -3.757 -1.590 -0.176 -0.017 -0.001
C -3.622 -2.979 -1.345 0.079 -0.092 -0.081
C -3.164 -1.810 -0.835 0.123 -0.019 0.010
N -1.782 -1.868 -0.762 -0.132 0.104 -0.006
C -1.425 -3.060 -1.225 0.179 -0.064 0.000
C -0.010 -3.398 -1.244 -0.240 -0.049 -0.077
N 0.831 -2.506 -0.767 0.298 -0.022 0.110
C 2.091 -3.042 -0.904 -0.107 0.088 0.045
C 1.988 -4.274 -1.472 -0.101 -0.049 -0.050
N 0.643 -4.486 -1.685 0.149 -0.059 -0.001
H -2.523 -4.689 -1.974 -0.004 -0.001 0.004
H -4.619 -3.319 -1.565 0.029 -0.004 0.003
H -3.725 -0.937 -0.548 0.018 -0.001 0.019
H 2.978 -2.517 -0.590 -0.030 0.000 0.007
H 2.731 -5.004 -1.740 -0.018 0.010 0.003
H 0.249 -5.315 -2.102 0.003 -0.005 -0.001
F -7.344 0.414 -3.282 0.022 -0.001 0.020
C -6.277 0.752 -2.552 -0.111 -0.029 -0.048
C -5.086 1.015 -3.201 0.102 0.010 0.012
C -3.982 1.356 -2.433 0.034 -0.078 -0.002
C -4.063 1.448 -1.041 -0.156 0.052 -0.133
C -5.287 1.176 -0.427 -0.005 0.002 -0.006
C -6.402 0.824 -1.179 0.061 0.017 0.063
Sb -2.308 1.883 0.077 -0.014 -0.296 0.356
C -3.154 2.137 1.994 -0.107 0.076 0.181
C -2.659 1.413 3.077 0.002 0.014 0.013
C -3.183 1.574 4.353 0.052 -0.026 -0.069
C -4.213 2.475 4.524 -0.062 0.026 0.087
F -4.729 2.636 5.745 0.009 -0.001 -0.016
C -4.725 3.226 3.481 0.015 0.005 -0.066
C -4.186 3.054 2.217 0.018 -0.009 -0.034
C -2.043 3.924 -0.391 0.106 0.109 -0.093
C -2.325 4.434 -1.655 -0.006 0.058 -0.012
C -2.129 5.780 -1.933 -0.024 -0.111 -0.029
C -1.640 6.593 -0.930 0.021 0.160 -0.044
F -1.451 7.889 -1.192 -0.001 -0.039 0.012
C -1.342 6.119 0.332 0.006 -0.102 0.081
C -1.545 4.773 0.597 0.048 0.048 -0.037
H -5.040 0.953 -4.280 0.001 0.010 0.012
H -3.043 1.545 -2.946 -0.012 0.028 0.026
H -5.388 1.240 0.650 0.016 0.004 -0.022
H -7.360 0.620 -0.718 0.017 0.008 0.003
H -1.832 0.727 2.940 0.022 -0.022 -0.008
H -2.804 1.030 5.208 0.005 0.002 -0.020
H -5.524 3.930 3.672 0.009 -0.003 -0.014
H -4.575 3.650 1.398 0.015 -0.004 0.001
H -2.728 3.802 -2.437 -0.010 -0.009 0.020
H -2.357 6.203 -2.902 -0.001 -0.003 0.012
H -0.963 6.797 1.085 -0.008 -0.006 -0.004
H -1.320 4.399 1.590 -0.014 -0.009 -0.004
```
Forces are in eV/Å.